(1)
Formula: C12H12BaF4O16P
Source: the Open Molecules 2025 dataset
Level of theory: ωB97M-V/def2-TZVPD

Charge   -1
Maximum force   3.05 eV/Å
Calculated total energy   -66255.609 eV
HOMO energy   -1.6 eV
Lowest unoccupied orbital energy   1.586 eV
Relative energy (zero: lowest compared OMol25 entry of this formula, charge and spin)   0.0 kcal per mole

Element x y z (Å)
Ba (2.15977, -0.89929, 0.05172)
P (4.56411, -2.28166, -0.92430)
O (3.17832, -3.03521, -1.08231)
O (4.27522, -0.90327, -1.62930)
O (5.82009, -3.04371, -1.37869)
O (4.53785, -1.86568, 0.56904)
C (-3.25748, -3.71328, -1.32057)
C (-2.32857, -4.64699, -2.06810)
O (-1.12646, -4.44079, -1.44072)
C (-1.09247, -3.21437, -0.87230)
O (-0.11644, -2.67048, -0.51786)
O (-2.35396, -2.72442, -0.86099)
F (-2.25514, -4.31167, -3.39675)
H (-3.81446, -4.07753, -0.45596)
H (-3.96552, -3.28791, -2.03573)
H (-2.67583, -5.68087, -2.01813)
C (-2.62316, -0.31398, 3.81536)
C (-3.45767, -0.75289, 2.63947)
O (-2.78371, -0.25043, 1.52995)
C (-1.46446, -0.32009, 1.83939)
O (-0.59344, -0.33676, 1.04189)
O (-1.29663, -0.34594, 3.17368)
F (-4.71829, -0.26253, 2.69713)
H (-2.59234, -1.01555, 4.63750)
H (-2.75564, 0.75268, 3.99631)
H (-3.45408, -1.84915, 2.63235)
C (2.32582, 2.30166, -4.59350)
C (2.09417, 3.23859, -3.44104)
O (1.64884, 2.38409, -2.41564)
C (1.30567, 1.17779, -2.92982)
O (0.80670, 0.29695, -2.31898)
O (1.56497, 1.16247, -4.23799)
F (1.00501, 4.05235, -3.75689)
H (3.36453, 1.95816, -4.63813)
H (2.09037, 2.74934, -5.55421)
H (2.89295, 3.82126, -2.99027)
C (0.47142, 4.02891, 2.28585)
C (0.03503, 3.52995, 3.64206)
O (0.23058, 2.13883, 3.43513)
C (1.21939, 1.93793, 2.54251)
O (1.74616, 0.89676, 2.34040)
O (1.45194, 3.07402, 1.86713)
F (-1.28907, 3.69440, 3.86668)
H (0.98470, 4.98998, 2.25366)
H (-0.36851, 4.04555, 1.58743)
H (0.60974, 4.01275, 4.43354)

=====

(2)
Formula: C12H12Cl2FNO3
Source: the Open Molecules 2025 dataset
Level of theory: ωB97M-V/def2-TZVPD

Charge   0
Maximum force   2.08 eV/Å
Calculated total energy   -48032.881 eV
HOMO energy   -9.6 eV
Lowest unoccupied orbital energy   0.298 eV

Element x y z (Å)
C (2.35278, 0.77947, -0.97878)
C (1.57400, -0.36359, -0.49925)
O (2.04448, -1.48791, -0.36776)
C (0.08852, -0.06049, -0.09459)
F (0.28049, 0.52037, 1.15461)
C (-0.72656, -1.38221, -0.00156)
C (-2.14539, -1.18193, -0.46072)
C (-2.67443, 0.09359, 0.12401)
O (-1.93241, 1.26747, -0.37438)
C (-0.64459, 1.13790, -0.71750)
O (-0.06165, 2.08187, -1.23124)
H (1.66709, 1.53888, -1.33366)
H (2.89703, 1.19816, -0.13456)
H (3.05728, 0.49670, -1.76106)
H (-0.27411, -2.13648, -0.64824)
H (-0.70192, -1.77988, 1.02009)
H (-2.20541, -1.16764, -1.55280)
H (-2.77832, -2.00734, -0.13809)
H (-3.70196, 0.31107, -0.17060)
H (-2.61066, 0.04889, 1.21453)
Cl (-2.05379, -1.32012, 3.34687)
C (-0.58479, -1.43542, 4.20858)
C (-0.56225, -1.71046, 5.58764)
C (0.68911, -1.77998, 6.21878)
C (1.83382, -1.47773, 5.46652)
C (1.66305, -1.18174, 4.10125)
Cl (2.96657, -0.68536, 3.12279)
N (0.49948, -1.27898, 3.44521)
H (-1.51322, -1.89969, 6.07905)
H (0.76628, -2.08631, 7.26006)
H (2.84357, -1.48930, 5.86300)

=====

(3)
Formula: C12H12ClN2O2PbS4Sb
Source: the Open Molecules 2025 dataset
Level of theory: ωB97M-V/def2-TZVPD

Charge   -2
Maximum force   3.40 eV/Å
Calculated total energy   -87363.696 eV
HOMO energy (alpha / beta)   0.5 / 1.1 eV
Lowest unoccupied orbital energy (alpha / beta)   4.068 / 4.081 eV

Element x y z (Å)
Pb (1.30127, 0.69206, 3.08473)
O (-1.85875, -2.93433, -2.85073)
C (-2.27155, -3.45379, -1.55125)
C (-1.65986, -2.50267, -0.56085)
C (-1.55422, -2.86277, 0.79659)
C (-0.96385, -1.94669, 1.63609)
N (-0.46153, -0.76457, 1.22137)
C (-0.44771, -0.43982, -0.04766)
C (-1.10869, -1.31098, -0.98752)
C (0.33400, 0.76688, -0.51986)
C (0.62590, 0.95091, -1.89293)
C (1.20375, 2.13275, -2.27134)
C (1.50508, 2.51665, -3.69088)
O (1.13168, 1.46287, -4.58400)
C (1.57749, 3.09529, -1.28527)
C (1.20785, 2.83506, 0.02904)
N (0.60577, 1.68890, 0.45177)
H (-2.20208, -3.38591, -3.61499)
H (-1.82293, -4.47408, -1.41543)
H (-3.34524, -3.53532, -1.50234)
H (-1.84589, -3.86815, 1.14118)
H (-0.84223, -2.19206, 2.65882)
H (-1.17866, -1.07470, -2.04280)
H (0.30801, 0.22414, -2.69549)
H (2.56464, 2.75432, -3.78919)
H (1.00584, 3.45985, -3.85707)
H (0.86005, 1.76759, -5.46546)
H (2.24369, 3.90014, -1.47550)
H (1.28433, 3.58851, 0.79660)
S (-0.14854, -0.02600, 7.78658)
Sb (0.70969, -1.31849, 5.91288)
S (-0.85233, -0.43762, 4.21268)
S (2.46623, 0.26201, 5.61738)
S (1.28075, 1.40685, 7.04609)
Cl (0.34806, 3.02317, 3.70879)

=====

(4)
Formula: C12H12F3N2NiO7S
Source: the Open Molecules 2025 dataset
Level of theory: ωB97M-V/def2-TZVPD

Charge   -1
Maximum force   0.23 eV/Å
Calculated total energy   -89987.963 eV
2S+1   3
HOMO energy (alpha / beta)   -5.0 / -5.0 eV
Lowest unoccupied orbital energy (alpha / beta)   2.850 / 2.846 eV
Relative energy (zero: lowest compared OMol25 entry of this formula, charge and spin)   0.0 kcal per mole

Element x y z (Å)
Ni (0.99140, 0.47257, -0.33799)
C (-1.20101, -3.18486, -0.83426)
C (-0.83858, -1.83305, -0.26251)
O (0.33749, -1.48349, -0.40993)
C (-1.84186, -1.04017, 0.42249)
C (-3.17323, -1.50477, 0.46817)
C (-4.16316, -0.84603, 1.14889)
C (-3.82658, 0.33228, 1.83887)
C (-2.55201, 0.82007, 1.82174)
C (-1.49850, 0.17715, 1.09769)
O (-0.33646, 0.70933, 1.11846)
H (-0.29002, -3.64094, -1.21123)
H (-1.89596, -3.05625, -1.66569)
H (-1.67168, -3.83165, -0.09368)
H (-3.42351, -2.41373, -0.06300)
H (-5.17795, -1.22053, 1.15326)
H (-4.59312, 0.86886, 2.38789)
H (-2.28785, 1.73473, 2.33690)
C (3.28195, -0.54218, 3.21375)
C (2.78129, 0.26362, 2.04094)
N (2.75714, 1.59341, 2.16863)
O (2.40402, -0.30991, 1.01810)
H (4.01381, 0.00315, 3.80819)
H (3.71271, -1.46921, 2.84572)
H (2.42839, -0.78788, 3.84749)
H (2.90561, 2.00786, 3.06985)
H (2.30019, 2.12111, 1.41153)
O (2.00900, 4.39573, -1.49038)
C (1.83452, 3.36595, -0.91746)
N (1.69901, 2.35715, -0.30177)
F (-0.39876, 1.54963, -4.97870)
C (0.76462, 1.32089, -4.35600)
F (1.63240, 0.86737, -5.27059)
F (1.22039, 2.47630, -3.88803)
S (0.54604, 0.08199, -3.00514)
O (0.07525, -1.09182, -3.68063)
O (-0.38583, 0.72497, -2.07872)
O (1.86083, 0.01235, -2.37282)

=====

(5)
Formula: C12H12F5N4O5STl
Source: the Open Molecules 2025 dataset
Level of theory: ωB97M-V/def2-TZVPD

Charge   -2
Maximum force   0.11 eV/Å
Calculated total energy   -57955.189 eV
HOMO energy   -2.5 eV
Lowest unoccupied orbital energy   4.324 eV
Relative energy (zero: lowest compared OMol25 entry of this formula, charge and spin)   4.1 kcal per mole

Element x y z (Å)
Tl (2.72499, -0.75271, -0.32390)
N (1.07899, 1.41784, 0.65034)
C (0.97286, 1.01523, 2.05431)
C (2.29018, 0.54449, 2.67843)
O (2.43929, 0.73637, 3.90187)
N (3.15070, -0.05232, 1.86254)
C (4.38156, -0.50751, 2.47510)
C (5.34120, -1.23497, 1.51675)
O (6.44855, -1.55104, 1.97353)
O (4.92270, -1.48754, 0.33671)
H (0.15210, 1.50709, 0.24415)
H (1.52905, 2.32297, 0.58135)
H (0.58715, 1.80367, 2.70784)
H (0.27018, 0.18038, 2.10032)
H (4.93611, 0.32545, 2.91997)
H (4.18470, -1.19158, 3.30990)
C (-3.26918, -1.80825, 1.05231)
O (-2.95774, -1.82903, -0.33674)
C (-1.74284, -1.30113, -0.62427)
O (-0.90504, -1.04744, 0.20754)
N (-1.59026, -1.17723, -1.97757)
N (-0.57904, -0.31373, -2.45248)
H (-4.26022, -2.24781, 1.14006)
H (-3.27822, -0.78178, 1.41877)
H (-2.54341, -2.38569, 1.62446)
H (-2.45930, -1.06181, -2.47381)
H (-0.68249, 0.57404, -1.95746)
H (0.31216, -0.70878, -2.16904)
F (-4.75926, 4.02298, -5.85590)
C (-4.27372, 3.54714, -4.69029)
C (-4.40895, 2.21305, -4.35812)
F (-5.03348, 1.38078, -5.21406)
C (-3.91184, 1.74064, -3.15931)
F (-4.10171, 0.42916, -2.91444)
C (-3.25329, 2.54333, -2.21525)
S (-2.64994, 1.94650, -0.71038)
C (-3.14058, 3.88904, -2.60406)
F (-2.53651, 4.77266, -1.79464)
C (-3.63135, 4.38348, -3.79635)
F (-3.49290, 5.68867, -4.10307)

=====

(6)
Formula: C12H12IrNO3S3Sb
Source: the Open Molecules 2025 dataset
Level of theory: ωB97M-V/def2-TZVPD

Charge   +1
Maximum force   0.17 eV/Å
Calculated total energy   -62147.079 eV
2S+1   5
HOMO energy (alpha / beta)   -12.1 / -12.5 eV
Lowest unoccupied orbital energy (alpha / beta)   -4.201 / -6.014 eV
Relative energy (zero: lowest compared OMol25 entry of this formula, charge and spin)   0.1 kcal per mole

Element x y z (Å)
Ir (0.44830, 1.17917, -0.41296)
S (3.05897, 3.07587, -3.90333)
Sb (2.82575, 3.32865, -1.58270)
S (2.60698, 0.95638, -1.03845)
S (0.34232, 3.09661, -1.55848)
O (-2.06421, -0.32749, 1.18957)
C (-2.14592, 0.87618, 1.23006)
C (-3.24352, 1.69165, 1.87436)
C (-2.81654, 3.14255, 1.67003)
C (-1.52486, 3.04911, 0.89159)
O (-0.86012, 3.99788, 0.51675)
N (-1.19135, 1.72814, 0.66082)
H (-3.32831, 1.39995, 2.92014)
H (-4.18836, 1.44398, 1.39209)
H (-2.62351, 3.67759, 2.59915)
H (-3.52447, 3.73982, 1.09702)
C (-0.68221, -2.61915, -2.48054)
C (-0.14203, -1.55743, -1.59012)
O (-0.53822, -0.39278, -1.70214)
C (0.87195, -1.86241, -0.56149)
C (1.87594, -2.80085, -0.75824)
C (2.86651, -2.94584, 0.20433)
C (2.84141, -2.18836, 1.36724)
C (1.82223, -1.27145, 1.58357)
C (0.84449, -1.10189, 0.61245)
H (-1.43607, -2.20627, -3.14369)
H (-1.10422, -3.42220, -1.87423)
H (0.12823, -3.05225, -3.07036)
H (1.91082, -3.39173, -1.66328)
H (3.66396, -3.65837, 0.04229)
H (3.61180, -2.32260, 2.11442)
H (1.77723, -0.70557, 2.50401)
H (-0.08296, -0.55690, 0.87013)

=====

(7)
Formula: C12H12N2
Source: the Open Molecules 2025 dataset
Level of theory: ωB97M-V/def2-TZVPD

Charge   0
Maximum force   6.31 eV/Å
Calculated total energy   -15611.126 eV
2S+1   3
HOMO energy (alpha / beta)   -5.5 / -8.9 eV
Lowest unoccupied orbital energy (alpha / beta)   0.356 / -1.606 eV

Element x y z (Å)
C (-2.45470, -0.76705, -2.98828)
C (-1.07697, -0.48538, -3.28878)
C (-2.96762, -0.85524, -1.71893)
C (-0.21352, -0.37661, -2.25227)
C (-2.02644, -0.81933, -0.65730)
C (-0.66779, -0.57518, -0.96417)
C (-2.48645, -0.62516, 0.69143)
C (-0.26525, 0.85356, 2.39170)
C (0.30592, -0.56003, 0.19826)
C (0.47560, 0.59194, 1.26619)
C (0.17654, 1.74117, 3.53169)
C (1.70927, -0.95572, -0.24956)
N (-1.95787, -0.37674, 1.70482)
N (-1.43086, 0.10172, 2.72431)
H (-3.27752, -0.69086, -3.80252)
H (-0.61775, -0.30999, -4.22747)
H (-4.11115, -0.98752, -1.60453)
H (0.74540, -0.10508, -2.45642)
H (-0.10676, -1.36631, 0.99605)
H (1.38906, 1.30050, 1.23525)
H (1.31055, 1.57348, 3.81928)
H (-0.39314, 1.44473, 4.33203)
H (0.17252, 2.68920, 3.19222)
H (2.44942, -0.98620, 0.51450)
H (2.08374, -0.38370, -0.97235)
H (1.59299, -1.91853, -0.52932)

=====

(8)
Formula: C12H12N2
Source: the Open Molecules 2025 dataset
Level of theory: ωB97M-V/def2-TZVPD

Charge   +2
Maximum force   4.10 eV/Å
Calculated total energy   -15594.360 eV
HOMO energy   -15.8 eV
Lowest unoccupied orbital energy   -8.561 eV
Relative energy (zero: lowest compared OMol25 entry of this formula, charge and spin)   159.1 kcal per mole

Element x y z (Å)
C (-5.41071, 0.04759, -0.93039)
C (5.48246, 0.47819, -0.57069)
C (-5.29546, -0.91814, 0.11753)
C (-4.38011, 0.95958, -1.20071)
C (4.82358, 1.35167, 0.27584)
C (4.95886, -0.81271, -0.87169)
C (-4.03574, -1.02842, 0.68976)
C (-3.19932, 0.94392, -0.52098)
C (3.69684, 0.88503, 0.89527)
C (3.80367, -1.24142, -0.20529)
C (-1.82085, -0.10634, 1.02163)
C (1.84955, -0.55520, 0.63000)
N (-3.07196, -0.01720, 0.48958)
N (3.13600, -0.27363, 0.49739)
H (-6.27147, 0.14531, -1.44364)
H (6.41724, 0.82763, -0.97808)
H (-6.18554, -1.62310, 0.28252)
H (-4.44204, 1.72329, -1.96783)
H (4.93731, 2.35274, 0.39830)
H (5.57470, -1.59199, -1.24986)
H (-3.81913, -1.76828, 1.42492)
H (-2.50277, 1.69236, -0.63436)
H (3.12194, 1.45276, 1.60351)
H (3.18723, -2.14340, -0.42654)
H (-1.82035, -1.03934, 1.67974)
H (1.26607, 0.25910, 0.99406)